(1)
A structure of composition C22H40Cl2N4Tc at a distorted geometry, computed with ωB97M-V/def2-TZVPD.

E = -56662.092 eV
ΔE to the lowest compared entry with this formula, charge and spin = 0.0 kcal/mol
charge = -2
frontier orbital gap (spin up / spin down) = 1.3 / 4.3 eV
E_HOMO (spin up / spin down) = 2.996 / 0.035 eV
2S+1 = 4

Each line ends with the natural charge from an NBO analysis.
Geometry (Å):
Tc  0.360  1.271  -0.430  0.1264
Cl  0.668  -0.287  -2.114  -0.6892
C  0.614  4.991  0.632  -0.1842
C  0.340  3.214  -0.670  0.1589
N  1.252  3.923  0.070  -0.3877
H  -1.504  5.563  0.583  0.2039
N  -0.877  3.838  -0.500  -0.3927
H  1.121  5.613  1.351  0.2151
C  2.560  3.384  0.447  0.0801
C  3.640  4.447  0.369  -1.1566
C  2.439  2.871  1.869  -0.6848
H  3.476  5.289  1.043  0.1932
H  4.586  3.978  0.662  0.2012
H  3.779  4.812  -0.652  0.2033
H  3.850  1.787  -0.030  0.2171
H  3.159  2.563  -1.482  0.2261
H  1.684  2.082  1.933  0.2525
C  2.954  2.247  -0.462  -0.5542
H  2.137  3.666  2.557  0.2023
H  3.408  2.462  2.176  0.1982
H  2.232  1.373  -0.513  0.1886
C  -0.684  4.962  0.257  -0.1061
C  -2.897  3.019  0.528  -0.6427
H  -3.499  3.903  0.756  0.1850
H  -3.570  2.158  0.479  0.2087
C  -2.138  3.144  -0.775  0.1123
H  -2.736  1.228  -1.425  0.2094
C  -2.968  3.867  -1.822  -0.6381
H  -2.498  3.830  -2.805  0.2104
H  -2.218  2.854  1.370  0.2655
H  -1.391  0.995  -0.522  0.2755
H  -3.181  4.914  -1.583  0.1982
H  -3.926  3.347  -1.928  0.1973
C  -1.784  1.770  -1.334  -0.5951
H  -1.372  1.813  -2.348  0.2485
C  0.614  -5.207  -0.106  -0.1110
N  0.763  -4.006  0.582  -0.4244
H  -1.228  -6.001  -1.042  0.2004
N  -1.289  -4.081  -0.012  -0.4329
H  1.412  -5.921  -0.232  0.2057
C  2.025  -3.247  0.809  0.1350
C  3.062  -4.166  1.442  -0.6185
C  2.612  -2.662  -0.477  -0.6465
H  3.332  -4.988  0.758  0.1902
H  3.955  -3.565  1.636  0.2102
H  2.691  -4.571  2.395  0.2034
H  2.573  -1.656  2.124  0.1912
H  0.962  -2.376  2.474  0.2319
H  1.993  -1.837  -0.855  0.2794
C  1.654  -2.066  1.691  -0.6225
H  2.732  -3.407  -1.275  0.1904
H  3.599  -2.244  -0.239  0.1999
H  1.173  -1.278  1.103  0.2644
C  -0.679  -5.261  -0.506  -0.1108
C  -2.257  -2.609  -1.801  -0.6292
H  -1.961  -3.260  -2.630  0.1952
H  -3.213  -2.131  -2.084  0.1940
C  -2.490  -3.366  -0.487  0.1281
H  -3.592  -1.675  0.219  0.1881
C  -3.622  -4.364  -0.657  -0.6108
H  -3.812  -4.904  0.281  0.2061
H  -1.512  -1.809  -1.692  0.2751
H  -1.853  -1.647  0.666  0.2929
H  -3.404  -5.082  -1.466  0.1961
H  -4.532  -3.807  -0.928  0.2068
C  -2.741  -2.288  0.552  -0.6209
H  -2.983  -2.729  1.521  0.2034
C  -0.431  -3.513  0.852  0.1634
Cl  -0.567  0.835  1.697  -0.6703

=====

(2)
A cluster of 2 separate species, C23H23BCl4N2O in total at a distorted geometry, computed with ωB97M-V/def2-TZVPD.

E = -80021.163 eV
charge = 0
frontier orbital gap = 3.7 eV
E_HOMO = -6.177 eV

Each line ends with the natural charge from an NBO analysis.
Geometry (Å):
Cl  2.484  -0.582  3.412  -0.2302
B  1.880  1.181  3.370  0.3840
Cl  2.481  2.197  4.799  -0.2315
Cl  2.321  1.995  1.725  -0.2561
O  0.407  1.065  3.415  -0.5462
C  -0.393  2.062  3.373  0.5185
C  -1.774  1.887  3.691  -0.2300
C  -2.543  3.052  3.910  -0.0975
C  -3.924  2.959  4.033  -0.2504
C  -4.541  1.694  4.000  0.0336
Cl  -6.250  1.586  4.103  0.0708
C  -3.758  0.524  3.945  -0.2438
C  -2.375  0.605  3.822  -0.0955
H  -0.005  3.073  3.234  0.2124
H  -2.019  4.011  3.920  0.2349
H  -4.533  3.855  4.135  0.2451
H  -4.252  -0.443  3.984  0.2443
H  -1.758  -0.294  3.769  0.2542
C  -0.471  1.442  -2.579  -0.3988
N  0.768  1.001  -1.987  -0.4416
C  0.836  0.033  -0.900  0.1350
H  0.531  0.516  0.068  0.1525
C  -0.057  -1.195  -1.103  0.0272
C  0.068  -2.028  -2.229  -0.2130
C  -0.769  -3.134  -2.379  -0.2118
C  -1.751  -3.423  -1.425  -0.0185
C  -2.626  -4.634  -1.628  -0.6298
C  -1.888  -2.584  -0.313  -0.2107
C  -1.039  -1.485  -0.144  -0.2323
N  2.262  -0.243  -0.848  -0.4174
C  2.835  -1.218  0.036  -0.4152
C  2.945  0.463  -1.797  0.1430
C  2.007  1.243  -2.514  0.2136
C  2.332  1.771  -3.770  -0.3014
C  3.618  1.559  -4.274  -0.2431
C  4.548  0.785  -3.565  -0.2389
C  4.214  0.209  -2.337  -0.2692
H  -0.274  2.043  -3.472  0.2145
H  -1.109  0.593  -2.860  0.1984
H  -1.026  2.061  -1.867  0.1852
H  0.823  -1.817  -2.988  0.2267
H  -0.668  -3.786  -3.248  0.2122
H  -3.352  -4.746  -0.815  0.2128
H  -3.184  -4.573  -2.573  0.2205
H  -2.027  -5.555  -1.675  0.2223
H  -2.668  -2.809  0.421  0.2047
H  -1.129  -0.841  0.735  0.2042
H  3.891  -1.380  -0.204  0.2109
H  2.759  -0.854  1.069  0.2208
H  2.296  -2.171  -0.033  0.1931
H  1.559  2.262  -4.362  0.2031
H  3.891  1.965  -5.249  0.2078
H  5.532  0.601  -4.002  0.2087
H  4.875  -0.495  -1.831  0.2077

=====

(3)
A structure of composition C58H46Cl2FN5O9S3Sr at a distorted geometry, computed with ωB97M-V/def2-TZVPD.

E = -147880.216 eV
ΔE to the lowest compared entry with this formula, charge and spin = 75.5 kcal/mol
charge = -2
frontier orbital gap = 5.9 eV
E_HOMO = -2.874 eV

Each line ends with the Mulliken charge.
Geometry (Å):
Sr  -1.360  0.440  -1.726  2.0131
Cl  -8.437  -2.192  0.401  -0.2604
C  -7.014  -1.766  -0.497  0.1182
C  -5.882  -1.363  0.198  -0.8866
C  -4.718  -1.037  -0.482  0.1946
N  -3.657  -0.435  0.122  0.7551
C  -2.445  -0.861  0.100  -2.7076
O  -1.449  -0.094  0.328  -0.4098
C  -2.130  -2.297  -0.188  3.0008
C  -0.851  -2.635  -0.634  -0.2381
C  -0.575  -3.959  -0.915  -0.6723
C  -1.571  -4.904  -0.713  -0.7568
C  -2.803  -4.466  -0.252  -0.7272
N  -3.082  -3.201  0.005  -0.3031
C  -4.688  -1.137  -1.902  0.4495
C  -5.841  -1.508  -2.574  -0.7632
C  -7.004  -1.812  -1.877  0.0433
Cl  -8.414  -2.278  -2.777  -0.2582
N  -3.481  -0.987  -2.518  -0.0819
C  -3.090  -0.005  -3.253  -0.2879
O  -1.918  0.051  -3.707  -0.9117
C  -3.831  1.282  -3.422  1.4262
C  -3.555  2.042  -4.560  -1.0876
C  -3.953  3.362  -4.587  -0.3725
C  -4.631  3.872  -3.488  -0.6219
C  -4.893  3.023  -2.425  -0.3494
N  -4.500  1.760  -2.382  -0.0061
H  -5.894  -1.325  1.276  0.4895
H  -0.109  -1.861  -0.764  0.6192
H  0.402  -4.238  -1.283  0.5638
H  -1.410  -5.955  -0.914  0.4463
H  -3.611  -5.167  -0.076  0.4674
H  -5.822  -1.578  -3.651  0.5241
H  -3.003  1.596  -5.374  0.4364
H  -3.711  3.988  -5.435  0.4528
H  -4.909  4.915  -3.444  0.3895
H  -5.426  3.377  -1.553  0.3750
C  0.646  1.656  8.421  -1.5897
C  0.254  1.462  6.986  1.0976
C  0.954  2.092  5.967  -0.9226
C  0.592  1.911  4.642  0.0189
C  -0.467  1.079  4.331  -0.3523
C  -1.179  0.455  5.341  -0.6140
C  -0.819  0.640  6.661  -0.9645
S  -1.021  0.822  2.593  1.4047
O  -2.483  0.880  2.767  -0.9997
C  -0.569  -0.925  2.710  0.3080
C  -1.623  -1.842  2.753  -0.5960
C  -1.374  -3.182  2.708  -0.9586
C  -0.053  -3.649  2.550  0.2839
C  0.223  -5.018  2.361  -0.4519
C  1.506  -5.459  2.186  -0.8390
C  2.570  -4.545  2.210  -0.9496
C  2.335  -3.211  2.401  -0.6357
C  1.022  -2.720  2.566  1.1007
C  0.745  -1.329  2.692  -0.0514
C  1.855  -0.365  2.879  -0.1405
C  2.571  -0.360  4.114  1.0718
C  2.231  -1.204  5.190  -0.8318
C  2.909  -1.146  6.377  -0.9521
C  3.962  -0.241  6.553  -0.7038
C  4.327  0.585  5.524  -0.7345
C  3.639  0.560  4.294  0.9402
C  3.979  1.445  3.247  -1.5494
C  3.259  1.444  2.088  -0.9300
C  2.197  0.547  1.909  -0.2341
S  1.246  0.675  0.345  2.7804
O  1.083  2.135  0.214  -1.2792
C  2.698  0.234  -0.642  -0.2176
C  3.243  1.126  -1.548  -0.1862
C  4.189  0.683  -2.455  -1.0010
C  4.593  -0.646  -2.467  1.1969
C  5.542  -1.149  -3.512  -1.6332
C  4.048  -1.525  -1.538  -1.1585
C  3.092  -1.092  -0.638  -0.5722
H  1.180  2.593  8.556  0.3888
H  1.304  0.842  8.729  0.2388
H  -0.230  1.651  9.069  0.4152
H  1.789  2.733  6.218  0.2951
H  1.133  2.420  3.859  0.7046
H  -2.027  -0.160  5.082  0.4778
H  -1.374  0.150  7.451  0.3681
H  -2.627  -1.450  2.816  0.5999
H  -2.182  -3.898  2.740  0.3782
H  -0.605  -5.713  2.336  0.4692
H  1.708  -6.509  2.024  0.3810
H  3.581  -4.905  2.075  0.4381
H  3.156  -2.509  2.413  0.5819
H  1.420  -1.905  5.072  0.4612
H  2.627  -1.797  7.193  0.4449
H  4.486  -0.206  7.499  0.3986
H  5.138  1.291  5.646  0.4347
H  4.805  2.129  3.382  0.3768
H  3.486  2.117  1.275  0.5705
H  2.865  2.137  -1.575  0.4503
H  4.585  1.367  -3.192  0.3274
H  6.197  -0.357  -3.864  0.3881
H  4.971  -1.512  -4.367  0.2850
H  6.143  -1.973  -3.129  0.4038
H  4.348  -2.564  -1.546  0.4353
H  2.619  -1.786  0.043  0.4651
O  -3.316  2.397  0.615  -0.8720
H  -3.866  1.771  0.126  0.2077
H  -3.035  1.865  1.386  0.5088
O  -1.262  2.689  -1.143  -0.5004
H  -1.956  2.742  -0.443  0.3041
H  -0.413  2.701  -0.654  0.3491
F  0.554  0.242  -1.984  -1.4297
N  0.590  2.834  -3.797  -0.1711
C  1.139  2.852  -5.066  0.3398
C  2.091  1.896  -5.431  0.1502
C  2.720  1.972  -6.660  -0.7418
C  2.405  2.985  -7.541  -0.1163
C  1.466  3.934  -7.199  -0.8612
C  0.836  3.876  -5.968  -0.6276
S  3.232  3.125  -9.142  1.2873
O  3.985  4.379  -9.043  -0.7103
O  2.149  3.175  -10.126  -0.7135
O  4.085  1.942  -9.265  -0.7397
H  -0.286  3.329  -3.699  0.1639
H  0.602  1.941  -3.318  -0.0147
H  2.320  1.105  -4.730  0.5975
H  3.463  1.246  -6.957  0.5085
H  1.239  4.713  -7.911  0.3320
H  0.109  4.630  -5.690  0.3539

=====

(4)
A structure of composition C61H45N3O43S3 at a distorted geometry, computed with ωB97M-V/def2-TZVPD.

E = -189001.602 eV
charge = -2
frontier orbital gap = 2.9 eV
E_HOMO = -2.381 eV

Each line ends with the Mulliken charge.
Geometry (Å):
O  3.820  -0.343  2.382  -0.7446
C  4.179  0.613  3.045  0.5072
O  3.654  1.197  3.977  -0.7160
S  5.875  1.286  2.559  1.0634
O  6.690  1.247  3.761  -0.6903
O  6.368  0.427  1.507  -0.6834
N  5.689  2.766  1.923  -0.3870
S  6.350  4.022  2.620  1.1584
O  6.004  5.179  1.804  -0.7152
O  7.750  3.909  2.936  -0.7071
C  5.479  4.365  4.147  -1.3288
C  4.011  3.962  4.068  0.7361
C  3.130  5.081  3.513  -1.1086
C  2.533  4.719  2.141  -0.3188
S  0.714  4.790  2.036  -0.2936
C  0.322  3.260  2.734  0.4563
N  0.518  2.079  2.233  -0.1646
N  0.024  1.169  3.164  0.0390
C  -0.448  1.890  4.133  -0.4624
O  -0.301  3.215  3.947  -0.2732
H  5.993  3.966  5.008  0.3355
H  5.525  5.444  4.212  0.6465
H  3.945  3.089  3.454  -0.7805
H  3.685  3.696  5.062  0.4758
H  3.685  5.999  3.382  0.4738
H  2.316  5.263  4.204  0.4006
H  2.884  5.397  1.385  0.2686
H  2.801  3.709  1.875  0.2656
H  -0.910  1.479  5.003  0.4796
C  9.130  -1.218  3.530  -0.7043
C  9.065  -1.887  4.692  0.1223
C  9.964  -3.054  5.000  0.9611
O  9.854  -3.596  6.089  -0.6774
C  10.919  -3.484  3.994  -1.1149
C  10.982  -2.819  2.836  0.3264
C  10.097  -1.632  2.535  1.1223
O  10.276  -1.107  1.453  -0.6448
O  11.815  -3.123  1.849  -0.6109
O  8.217  -1.588  5.666  -0.5231
H  8.481  -0.374  3.303  0.5809
H  11.550  -4.332  4.219  0.3947
H  11.620  -2.461  1.154  0.3955
H  8.385  -2.228  6.379  0.3497
C  1.826  -2.526  1.782  -1.3542
C  2.567  -3.649  1.727  0.0344
C  1.944  -5.025  1.703  1.0977
O  2.680  -5.994  1.627  -0.6870
C  0.496  -5.130  1.760  -0.9316
C  -0.233  -4.013  1.826  0.1583
C  0.388  -2.641  1.835  1.1862
O  -0.406  -1.717  1.889  -0.4015
O  -1.561  -4.012  1.875  -0.5909
O  3.887  -3.653  1.684  -0.4915
H  2.275  -1.532  1.811  0.9530
H  0.042  -6.110  1.751  0.5148
H  -1.832  -3.069  1.905  0.2310
H  4.160  -4.586  1.648  0.3432
C  -5.246  0.785  4.540  -1.1404
C  -6.012  -0.151  3.969  0.2299
C  -5.756  -0.653  2.573  1.4996
O  -6.524  -1.510  2.153  -0.7368
C  -4.666  -0.093  1.829  -0.8128
C  -3.888  0.851  2.386  0.4934
C  -4.129  1.345  3.795  1.0757
O  -3.391  2.201  4.241  -0.5942
O  -2.886  1.411  1.748  -0.4557
O  -7.057  -0.716  4.562  -0.6498
H  -5.423  1.153  5.540  0.4712
H  -4.507  -0.447  0.821  0.2552
H  -2.446  2.032  2.358  0.0561
H  -7.407  -1.357  3.913  0.3512
C  1.012  4.484  -2.133  -0.9735
C  0.897  4.073  -3.403  0.3387
C  1.667  4.719  -4.525  1.0980
O  1.534  4.250  -5.643  -0.5884
C  2.521  5.848  -4.216  -1.0189
C  2.629  6.271  -2.952  0.1962
C  1.890  5.602  -1.827  1.1502
O  2.083  6.032  -0.709  -0.6037
O  3.399  7.281  -2.576  -0.6359
O  0.114  3.074  -3.789  -0.5081
H  0.480  4.021  -1.311  0.6188
H  3.064  6.304  -5.030  0.4179
H  3.310  7.339  -1.604  0.3687
H  0.207  3.014  -4.761  0.2044
C  5.818  0.443  -3.904  -0.9647
C  5.631  1.769  -3.768  0.2008
C  4.641  2.520  -4.626  1.0399
O  4.510  3.716  -4.447  -0.6128
C  3.889  1.788  -5.628  -1.1373
C  4.080  0.471  -5.755  0.5455
C  5.055  -0.287  -4.890  1.0578
O  5.140  -1.487  -5.091  -0.6723
O  3.440  -0.285  -6.638  -0.5938
O  6.284  2.500  -2.893  -0.5149
H  6.518  -0.106  -3.293  0.4885
H  3.191  2.345  -6.238  0.4525
H  3.772  -1.192  -6.492  0.3634
H  5.955  3.415  -2.965  0.3484
C  -2.037  -0.092  -8.429  -0.9931
C  -1.166  0.791  -7.914  0.3701
C  -1.619  1.963  -7.078  1.0012
O  -0.755  2.706  -6.652  -0.6050
C  -3.038  2.143  -6.845  -1.1930
C  -3.904  1.261  -7.362  0.4369
C  -3.452  0.079  -8.182  1.1445
O  -4.320  -0.667  -8.598  -0.6592
O  -5.216  1.340  -7.205  -0.6023
O  0.139  0.713  -8.091  -0.5695
H  -1.724  -0.935  -9.027  0.4367
H  -3.351  2.992  -6.255  0.4648
H  -5.588  0.569  -7.676  0.3673
H  0.537  1.463  -7.607  0.2934
C  -3.798  -6.652  1.344  -0.7798
C  -3.084  -7.787  1.293  -0.0060
C  -3.738  -9.143  1.247  0.9126
O  -3.012  -10.118  1.184  -0.6449
C  -5.188  -9.211  1.281  -1.0365
C  -5.899  -8.077  1.332  0.2500
C  -5.242  -6.719  1.355  1.1975
O  -5.982  -5.752  1.382  -0.6374
O  -7.222  -8.038  1.364  -0.6093
O  -1.762  -7.801  1.270  -0.4660
H  -3.330  -5.677  1.376  0.7012
H  -5.650  -10.188  1.262  0.4300
H  -7.458  -7.090  1.392  0.3713
H  -1.488  -8.736  1.221  0.3496
C  -8.553  0.993  0.629  -1.0491
C  -9.858  1.120  0.351  0.3607
C  -10.545  2.460  0.312  0.9616
O  -11.732  2.468  0.033  -0.6503
C  -9.769  3.646  0.607  -0.9464
C  -8.464  3.524  0.889  0.2494
C  -7.771  2.183  0.905  1.0821
O  -6.582  2.180  1.158  -0.5161
O  -7.678  4.547  1.170  -0.6007
O  -10.655  0.096  0.087  -0.5927
H  -8.052  0.034  0.659  0.5446
H  -10.274  4.601  0.590  0.4308
H  -6.787  4.177  1.327  0.3657
H  -11.537  0.479  -0.080  0.3589
C  -4.697  -3.192  -0.623  -1.2750
C  -5.073  -3.331  -1.899  0.2904
C  -4.421  -2.561  -3.019  1.1938
O  -4.835  -2.779  -4.146  -0.6932
C  -3.366  -1.629  -2.700  -1.1531
C  -2.979  -1.481  -1.420  0.4418
C  -3.626  -2.265  -0.303  1.0244
O  -3.198  -2.066  0.813  -0.6680
O  -2.020  -0.666  -1.043  -0.5985
O  -6.039  -4.147  -2.301  -0.6325
H  -5.158  -3.743  0.188  0.7867
H  -2.911  -1.079  -3.510  0.6358
H  -1.901  -0.754  -0.073  0.2792
H  -6.084  -4.039  -3.271  0.3648

=====

What is the formula in the second record?
C23H23BCl4N2O